Record 1
Formula: C41H38IrN9O5S
Source: OMol25
Level of theory: ωB97M-V/def2-TZVPD

The geometry in XYZ format:
```
95
Properties=species:S:1:pos:R:3:mulliken_charge:R:1
Ir 0.343 -0.254 0.790 2.44
N 1.539 -4.470 1.512 -0.50
C 1.098 -3.201 1.130 0.19
S 1.280 -1.938 2.340 -0.68
N 0.603 -3.087 -0.051 -1.46
N 0.114 -1.843 -0.384 0.76
C -0.277 -1.596 -1.640 1.11
C -0.313 -2.690 -2.645 -0.60
C 0.853 -3.362 -3.006 0.03
C 0.825 -4.343 -3.983 -0.78
C -0.372 -4.678 -4.607 -0.45
C -1.538 -4.022 -4.244 -0.80
C -1.507 -3.033 -3.269 -0.20
C -0.615 -0.292 -1.964 -0.62
C -1.150 0.164 -3.214 -0.62
C -1.697 1.381 -3.456 -1.40
C -1.942 2.445 -2.404 0.01
C -2.559 1.785 -1.206 -1.06
N -1.877 1.029 -0.454 0.15
H 2.327 -4.450 2.140 0.24
H 1.678 -5.081 0.719 0.29
H 1.779 -3.110 -2.507 0.47
H 1.739 -4.857 -4.253 0.41
H -0.392 -5.446 -5.370 0.36
H -2.477 -4.280 -4.719 0.39
H -2.416 -2.522 -2.978 0.60
H -1.108 -0.524 -4.055 0.56
H -2.021 1.610 -4.464 0.32
H -2.607 3.215 -2.806 0.80
H -3.620 1.931 -0.979 0.41
C -4.638 2.856 2.549 -1.19
N -3.948 1.739 3.194 -0.35
N -3.527 0.765 2.281 1.16
C -2.203 0.425 2.521 0.76
O -1.625 -0.469 1.917 -0.67
C -1.790 1.261 3.630 -1.30
C -2.830 2.047 3.960 0.57
C -2.905 3.149 4.959 -1.63
C -4.494 -0.080 1.684 0.05
C -4.146 -0.831 0.564 -0.06
C -5.098 -1.657 -0.010 -0.88
C -6.385 -1.736 0.505 -0.56
C -6.719 -0.986 1.622 -0.70
C -5.776 -0.163 2.221 -0.20
H -5.408 2.460 1.892 0.45
H -3.945 3.465 1.960 0.28
H -5.113 3.466 3.315 0.39
H -0.821 1.219 4.091 0.58
H -2.033 3.111 5.608 0.41
H -3.805 3.063 5.568 0.36
H -2.918 4.124 4.468 0.31
H -3.151 -0.735 0.151 0.52
H -4.824 -2.238 -0.881 0.44
H -7.122 -2.377 0.039 0.40
H -7.714 -1.045 2.044 0.37
H -6.025 0.392 3.115 0.46
O 3.602 0.668 1.398 -0.56
C 3.319 -0.094 0.475 -0.13
O 2.194 -0.346 -0.059 -0.52
C 4.436 -0.866 -0.190 0.27
C 5.626 -0.236 -0.525 -0.70
C 6.658 -0.946 -1.125 -0.59
C 6.517 -2.301 -1.371 -0.62
C 5.323 -2.910 -1.019 -0.44
C 4.269 -2.220 -0.448 0.57
N 5.175 -4.354 -1.270 1.05
O 4.144 -4.890 -0.921 -0.58
O 6.102 -4.936 -1.807 -0.66
H 5.737 0.819 -0.306 0.43
H 7.577 -0.444 -1.399 0.37
H 7.302 -2.885 -1.825 0.49
H 3.333 -2.714 -0.216 0.44
C 3.378 3.501 2.473 -0.90
N 2.536 2.558 3.206 -0.09
C 3.237 1.714 4.179 -0.87
C 1.593 1.948 2.511 0.37
N 0.726 1.426 1.952 -0.47
H 3.706 4.288 3.153 0.35
H 2.806 3.941 1.660 0.34
H 4.245 2.986 2.052 0.24
H 3.519 2.321 5.042 0.37
H 4.123 1.272 3.723 0.23
H 2.584 0.904 4.496 0.33
C -0.468 0.747 -0.858 0.44
C 0.232 1.961 -1.435 0.20
C -0.647 3.110 -1.842 0.54
C -0.002 4.088 -2.769 -1.22
C 1.306 4.012 -3.099 -0.47
C 2.115 2.957 -2.609 -1.10
C 1.545 1.939 -1.830 -0.37
H -0.981 3.663 -0.944 0.42
H -0.624 4.889 -3.156 0.36
H 1.739 4.753 -3.763 0.37
H 3.157 2.897 -2.897 0.44
H 2.134 1.073 -1.579 0.35
```

## Properties
E_HOMO (spin up / spin down), hartree: -0.096 / -0.098
Multiplicity: 2
Net charge: -1
Kohn-Sham gap (spin up / spin down), eV: 4.573 / 4.641
⟨S²⟩: 0.79
Lowest unoccupied orbital energy (spin up / spin down), eV: 1.96 / 1.96

Record 2
Formula: C41H38MnN8OPS3
Source: OMol25
Level of theory: ωB97M-V/def2-TZVPD

The geometry in XYZ format:
```
93
Properties=species:S:1:pos:R:3:mulliken_charge:R:1
Mn 0.025 -0.585 0.416 0.26
N 1.740 -3.121 -1.519 -0.02
C 3.033 -2.646 -1.677 0.21
C 3.970 -3.514 -2.268 -0.69
C 5.269 -3.125 -2.506 -0.66
C 5.687 -1.843 -2.166 -1.04
C 4.774 -0.977 -1.597 -0.36
C 3.442 -1.331 -1.345 0.60
P 2.327 -0.009 -0.661 1.60
C 2.743 1.329 -1.900 0.63
C 2.056 1.379 -3.114 -0.39
C 2.412 2.276 -4.115 -0.69
C 3.468 3.154 -3.921 -0.53
C 4.152 3.135 -2.712 -0.78
C 3.794 2.235 -1.713 -0.35
C 3.265 0.605 0.795 0.61
C 2.922 1.860 1.303 -0.99
C 3.579 2.375 2.411 -0.94
C 4.586 1.640 3.024 -0.59
C 4.923 0.388 2.532 -0.77
C 4.260 -0.131 1.425 -0.55
H 1.218 -2.749 -0.752 -0.48
H 1.657 -4.123 -1.548 0.29
H 3.650 -4.522 -2.520 0.36
H 5.964 -3.827 -2.957 0.36
H 6.709 -1.528 -2.340 0.42
H 5.105 0.022 -1.339 0.35
H 1.233 0.712 -3.288 0.27
H 1.854 2.289 -5.046 0.45
H 3.762 3.845 -4.706 0.37
H 4.970 3.827 -2.538 0.41
H 4.342 2.247 -0.780 0.31
H 2.130 2.424 0.832 0.67
H 3.297 3.347 2.802 0.44
H 5.101 2.039 3.892 0.37
H 5.691 -0.199 3.020 0.41
H 4.499 -1.125 1.073 0.43
S -1.623 -1.390 1.958 -0.50
C -0.706 -1.976 3.294 0.74
C -1.427 -2.290 4.517 -0.33
N -2.034 -2.544 5.465 -0.63
C 0.620 -2.149 3.216 0.39
S 1.440 -1.869 1.705 -0.08
C 1.425 -2.564 4.340 -0.14
N 2.094 -2.882 5.226 -0.63
S -0.081 1.118 1.928 -0.55
C -1.396 1.917 1.097 0.08
N -2.180 2.847 1.646 -0.68
N -1.898 3.126 2.894 0.48
C -2.706 3.979 3.638 0.56
C -2.339 4.278 4.950 -0.48
C -3.139 5.103 5.725 -0.46
C -4.310 5.643 5.206 -0.55
C -4.661 5.352 3.894 -0.46
C -3.868 4.531 3.106 -0.37
N -1.681 1.650 -0.194 -0.73
N -1.025 0.702 -0.712 2.02
C -1.327 0.562 -2.107 0.88
C -0.781 -0.497 -2.824 -0.30
C -1.115 -0.708 -4.154 -0.33
C -1.980 0.154 -4.813 -0.81
C -2.496 1.239 -4.114 -0.61
C -2.177 1.442 -2.780 -0.67
H -1.136 2.636 3.338 0.21
H -1.427 3.849 5.357 0.36
H -2.846 5.319 6.745 0.34
H -4.944 6.274 5.820 0.36
H -5.574 5.762 3.479 0.34
H -4.134 4.294 2.083 0.39
H -0.110 -1.186 -2.338 -0.27
H -0.684 -1.555 -4.676 0.46
H -2.241 -0.009 -5.852 0.41
H -3.156 1.938 -4.616 0.41
H -2.588 2.275 -2.228 0.50
O -1.052 -2.233 -0.481 -0.48
C -1.968 -2.653 -1.173 -0.89
C -2.054 -4.115 -1.510 -0.79
C -3.455 -4.615 -1.068 -0.88
C -4.001 -3.919 0.209 -0.27
C -4.820 -2.632 -0.034 -0.81
C -3.981 -1.445 -0.531 0.21
N -3.053 -1.914 -1.589 0.31
H -1.265 -4.628 -0.965 0.45
H -1.894 -4.268 -2.581 0.32
H -3.394 -5.691 -0.896 0.47
H -4.170 -4.476 -1.885 0.31
H -3.174 -3.684 0.894 0.06
H -4.644 -4.626 0.734 0.43
H -5.305 -2.340 0.903 0.45
H -5.613 -2.848 -0.763 0.31
H -3.394 -1.030 0.271 -0.35
H -4.609 -0.648 -0.930 0.39
H -3.559 -2.385 -2.324 0.42
```

## Properties
E_HOMO (spin up / spin down), hartree: -0.139 / -0.143
Multiplicity: 2
Net charge: -1
Kohn-Sham gap (spin up / spin down), eV: 5.568 / 5.520
⟨S²⟩: 1.11
Lowest unoccupied orbital energy (spin up / spin down), eV: 1.79 / 1.64

In kcal per mole, the energy above the lowest of the compared OMol25 structures with the same formula, charge and spin values for the records above are, in order, 18.9 20.4.